ORCA calculation (ωB97M-V/def2-TZVPD) on a 2-piece molecular cluster, C4H12BN overall.

XYZ file:
```
18
Properties=species:S:1:pos:R:3:forces:R:3:nbo_charge:R:1
B -0.5029 0.3872 0.5960 1.6 1.9 -2.1 0.92
C 2.7330 -0.3463 0.1707 -0.8 0.2 -0.8 -0.66
C -2.1603 -0.7185 -0.7322 0.9 -0.8 -0.5 -0.61
C 1.5266 -0.1041 -0.7889 -1.6 0.6 0.6 -0.59
C -1.7454 -0.5214 0.7248 1.3 -2.8 1.3 -0.85
N -0.5835 1.7875 0.7633 -0.1 -1.2 0.8 -1.10
H 2.9140 -1.4593 0.1892 -0.2 1.3 1.0 0.21
H 3.5717 0.0808 -0.3367 1.0 0.0 -0.5 0.20
H 2.7194 0.2984 1.1007 -0.4 -1.5 -0.6 0.21
H -1.1915 -0.9945 -1.2737 -1.7 -0.1 0.3 0.23
H -3.0738 -1.3578 -0.9752 1.4 0.8 0.4 0.22
H -2.2984 0.3113 -0.9835 -0.8 0.5 -1.1 0.20
H 1.6995 0.7256 -1.5402 -0.4 -0.2 1.4 0.18
H 1.3593 -0.9400 -1.5054 -0.2 0.1 1.0 0.19
H -2.5846 -0.2857 1.3856 0.2 0.6 -0.1 0.23
H -1.2699 -1.4439 1.1985 -0.9 0.4 -0.7 0.22
H 0.1757 2.4077 0.6197 0.6 0.4 -0.2 0.40
H -1.2889 2.1732 1.3873 0.1 -0.1 -0.3 0.39
```
Positions in Å, forces in eV/Å.

- Calculated total energy: -6506.5906 eV
- Frontier orbital gap: 0.315 Eh
- E_LUMO: 0.02107 hartree
- ΔE to the lowest compared entry with this formula, charge and spin: 324.64 kJ/mol